ORCA calculation (the ωB97M-V functional and the def2-TZVPD basis) on one molecule with the formula C4H8N2.

Each line ends with the Mulliken charge.
Geometry (Å):
C 1.879 0.043 0.471  -0.916
N 0.631 -0.690 0.330  -0.318
C -0.366 -0.013 -0.484  0.402
C -1.746 -0.645 -0.331  -1.441
C -0.459 1.443 -0.219  0.228
N -0.529 2.584 -0.038  -0.454
H 2.217 0.327 -0.528  0.317
H 2.644 -0.602 0.911  0.321
H 1.803 0.971 1.061  0.318
H 0.255 -0.945 1.239  0.276
H -0.059 -0.086 -1.539  0.166
H -2.478 -0.109 -0.941  0.384
H -1.716 -1.692 -0.643  0.357
H -2.075 -0.588 0.711  0.361

Properties
max |F|	1.22	eV Å⁻¹
orbital gap	10.58	eV
energy	-7257.363	eV
SMILES	CN[C@@H](C)C#N
LUMO level	0.933	eV
HOMO	-9.65	eV
energy above the lowest of the compared OMol25 structures with the same formula, charge and spin	49.4	kJ/mol

ORCA calculation (the ωB97M-V functional and the def2-TZVPD basis) on an isolated ion of composition C8H16ClFN4 and charge +2.

Each line ends with the Mulliken charge.
Geometry (Å):
C -0.671 -1.651 2.138  -0.167
C 0.780 -0.676 -1.530  -1.062
C -0.676 1.288 -0.883  -1.029
C -0.356 1.056 -3.209  -1.023
C -0.444 -1.446 3.586  0.254
C 0.597 0.431 -0.471  0.061
C 0.686 0.016 -2.878  0.411
C 1.317 0.487 1.993  -0.506
N -0.296 -1.037 1.075  -0.604
N 0.533 -0.043 0.906  0.682
N -0.462 2.121 -2.128  -0.055
N -0.833 -2.422 4.332  -0.244
F 1.890 0.781 -3.056  -0.303
Cl 0.312 1.657 3.018  -0.144
H -1.400 -2.525 2.061  0.265
H 1.719 -1.039 -1.319  0.474
H -0.012 -1.409 -1.354  0.385
H -1.591 0.672 -1.109  0.406
H -0.968 2.011 -0.114  0.426
H -0.209 1.417 -4.148  0.521
H -1.415 0.781 -3.159  0.425
H -0.195 -0.497 4.200  0.278
H 1.534 1.159 -0.616  0.223
H 0.822 -0.723 -3.814  0.328
H 1.721 -0.235 2.811  0.398
H -1.235 2.686 -2.235  0.318
H 0.451 2.562 -2.054  0.382
H 2.306 1.052 1.607  0.329
H -1.261 -3.290 4.000  0.264
H -0.907 -2.183 5.319  0.307

Properties
net charge	+2
max |F|	5.40	eV Å⁻¹
orbital gap (alpha / beta)	8.57 / 8.57	eV
energy	-29736.909	eV
SMILES	[NH2+]=C/C=N\N(CCl)[C@@H]1C[NH2+]C[C@@H](F)C1
LUMO level (alpha / beta)	-7.987 / -7.987	eV
HOMO (alpha / beta)	-16.56 / -16.56	eV

ORCA calculation (the ωB97M-V functional and the def2-TZVPD basis) on a 2-piece molecular cluster, C4H13N3 overall.

Each line ends with the Mulliken spin population.
Geometry (Å):
C 0.895 1.217 1.026  -0.007
C -0.020 0.172 1.755  -0.004
N 0.665 -1.117 1.928  0.000
N 0.104 2.427 0.745  0.000
H 1.783 1.351 1.634  0.000
H 1.157 0.770 0.061  0.005
H -0.299 0.677 2.721  0.000
H -0.897 0.003 1.103  0.005
H 0.065 -1.756 2.430  0.001
H 1.521 -0.985 2.447  0.000
H -0.247 2.749 1.658  0.000
H 0.752 3.175 0.486  0.000
C -0.475 -1.435 -1.091  0.328
C -1.111 -1.201 -2.261  0.234
N -0.535 -0.899 -3.517  0.374
H 0.582 -1.615 -1.090  0.019
H -1.120 -1.543 -0.225  0.058
H -2.182 -1.149 -2.289  0.005
H 0.430 -0.579 -3.408  -0.010
H -1.070 -0.262 -4.110  -0.008

Properties
net charge	+1
max |F|	4.70	eV Å⁻¹
orbital gap (alpha / beta)	8.61 / 4.52	eV
energy	-8819.885	eV
spin multiplicity	2
LUMO level (alpha / beta)	-4.004 / -8.089	eV
HOMO (alpha / beta)	-12.61 / -12.61	eV
energy above the lowest of the compared OMol25 structures with the same formula, charge and spin	108.0	kJ/mol

ORCA calculation (the ωB97M-V functional and the def2-TZVPD basis) on one molecule with the formula C3H8N2O.

Each line ends with the Mulliken charge.
Geometry (Å):
C 1.233 -0.461 0.907  -0.518
C -0.256 -0.556 0.843  -0.507
C -1.421 0.449 -1.198  -0.597
N 1.603 0.435 -0.115  -0.046
N -0.608 -0.580 -0.523  -0.341
O 1.124 0.095 -1.242  -0.366
H 1.640 -0.249 1.882  0.350
H 1.615 -1.489 0.616  0.289
H -0.594 -1.407 1.239  0.365
H -0.640 0.302 1.392  0.334
H -1.226 0.234 -2.314  0.221
H -2.535 0.329 -1.056  0.320
H -1.348 1.529 -0.708  0.239
H 1.413 1.368 0.279  0.257

Properties
max |F|	4.67	eV Å⁻¹
orbital gap (alpha / beta)	8.92 / 9.07	eV
energy	-8263.111	eV
LUMO level (alpha / beta)	0.397 / 0.500	eV
HOMO (alpha / beta)	-8.53 / -8.56	eV
energy above the lowest of the compared OMol25 structures with the same formula, charge and spin	599.6	kJ/mol